[1]
ORCA calculation (ωB97M-V with the def2-TZVPD basis set) on a cluster of 2 separate species, C4H10N3 in total at a distorted geometry.

The value obtained for the energy relative to the best compared isomer or geometry (same formula, charge and spin) is 347.8 kJ/mol. As for the LUMO energy: -3.70 eV. The energy comes out at -8770.9942 eV. As for the total charge: +1. The HOMO-LUMO gap is 9.4 eV.

```
17
C4H10N3 ωB97M-V with the def2-TZVPD basis set
C -2.512 0.793 0.415
C -2.447 -0.450 0.117
C 2.635 0.301 0.138
C 0.800 -1.036 0.012
N 2.176 -1.050 0.002
N 0.357 0.220 -0.144
N 1.404 1.133 0.000
H -2.695 1.627 -0.269
H -2.461 1.095 1.471
H -2.525 -0.673 -0.963
H 3.192 0.421 1.121
H 3.449 0.579 -0.632
H 0.176 -1.914 0.194
H 2.685 -1.805 0.408
H -0.694 0.591 -0.052
H 1.199 1.820 -0.662
H -2.247 -1.262 0.893
```

---

[2]
ORCA calculation (ωB97M-V with the def2-TZVPD basis set) on the ion C4H3N2 with charge +1 at a distorted geometry.

As for the SMILES: C=[N+]=C=CC#N. The value obtained for the energy relative to the best compared isomer or geometry (same formula, charge and spin) is 17.7 kJ/mol. As for the LUMO energy: -7.28 eV. The energy comes out at -7165.1094 eV. As for the total charge: +1. The HOMO-LUMO gap is 8.6 eV.

```
9
C4H3N2 ωB97M-V with the def2-TZVPD basis set
C -0.415 0.865 -0.838
N 0.081 0.183 0.055
C 0.499 -0.509 0.919
C 0.977 -1.089 1.940
C 1.710 -0.478 2.981
N 2.319 0.226 3.682
H -0.673 0.547 -1.850
H -0.071 1.852 -0.833
H 1.025 -2.130 1.879
```